[1]
Density functional theory data (wB97M-V/def2-TZVPD) for a structure of composition C19H34F6OP2Sn at a distorted geometry.

Output
Total energy in eV: -62992.1214
LUMO energy (alpha / beta) in eV: -9.71 / -9.71
HOMO level (alpha / beta) in eV: -13.428 / -13.409

```
! wB97M-V def2-TZVPD RIJCOSX def2/J DEFGRID3
* xyz 2 1
P -2.9664 1.8832 -1.3664
P -1.6396 -1.4983 1.3482
C -2.0922 0.2089 -1.1382
C -2.6778 -0.6010 0.0375
H -0.9985 0.3915 -1.0220
H -2.2893 -0.3252 -2.0877
H -3.3435 0.0737 0.6092
H -3.3428 -1.3821 -0.3650
C -0.5014 -2.9379 1.4078
H -0.4336 -3.3404 2.4370
H 0.5039 -2.6480 1.0507
H -0.8676 -3.7730 0.7918
C -2.7087 -1.9746 2.6904
H -3.0959 -2.9879 2.5457
H -3.5286 -1.2507 2.7531
H -2.1185 -1.9245 3.6178
C -1.8341 2.4423 -2.6892
H -2.1008 3.4835 -2.8943
H -1.9529 1.8246 -3.5922
H -0.7960 2.4143 -2.3435
C -4.3658 1.4704 -2.5018
H -5.1148 0.8483 -2.0058
H -3.9798 1.0045 -3.4120
H -4.8480 2.4159 -2.7663
Sn 1.6570 0.0525 -0.6891
C 2.1210 -2.3023 -1.1174
C 3.2341 -1.4380 -0.9008
C 4.1186 -0.8820 -2.0179
C 3.3751 -0.2275 -3.2004
C 2.0570 0.4197 -2.8624
C 0.7876 -0.2352 -2.7531
C 0.5610 -1.7048 -3.0169
C 1.6679 -2.6480 -2.4878
C 2.1597 1.9722 0.0981
H 1.9343 -3.0680 -0.3379
H 3.7548 -1.5459 0.0535
H 4.8647 -1.6253 -2.3555
H 4.6886 -0.0775 -1.5291
H 4.0271 0.6063 -3.4954
H 3.3113 -0.8726 -4.0879
H 2.0675 1.5162 -2.9667
H -0.1240 0.3840 -2.8626
H 0.4085 -1.9064 -4.0960
H -0.3861 -1.9712 -2.5114
H 1.2397 -3.6632 -2.5124
H 2.5200 -2.6441 -3.1766
H 1.4122 2.6131 -0.3908
H 3.1538 2.3590 -0.1600
H 2.0321 2.0627 1.1912
C 0.6999 2.8660 4.1233
C 0.3791 1.3970 3.6812
O 1.1297 0.9221 2.7282
C 0.4509 0.4617 5.0004
F -0.1007 1.0658 6.1102
F -0.1971 -0.7456 4.8643
F 1.7496 0.1813 5.2876
C -1.1381 1.3643 3.2926
F -2.0472 1.5547 4.2856
F -1.4374 2.1776 2.2547
F -1.4689 0.0693 2.8018
H 1.7092 2.9269 4.5533
H -0.0074 3.2593 4.8667
H 0.7281 3.5081 3.2306
*
```

[2]
Density functional theory data (wB97M-V/def2-TZVPD) for a structure of composition C19H34FeN2O7S2Si at a distorted geometry.

Output
Total energy in eV: -101504.2576
LUMO energy (alpha / beta) in eV: 1.65 / 1.32
HOMO level (alpha / beta) in eV: -5.116 / -5.234

```
! wB97M-V def2-TZVPD RIJCOSX def2/J DEFGRID3
* xyz -1 6
Fe 1.3983 0.7115 -1.6114
O 2.6478 1.8131 -3.2058
S 1.5285 1.3632 -4.0792
O 1.5340 1.9291 -5.4019
O 0.2806 1.6499 -3.2971
S 1.6250 -0.6480 -4.0564
N 3.4929 1.2263 -0.6553
H 3.8750 0.4179 -1.1410
H 3.7769 1.1532 0.3140
H 3.8979 2.0503 -1.0843
O 3.3400 -2.2550 0.2641
C 2.2486 -2.1485 -0.2753
O 1.7065 -1.0610 -0.6869
C 1.3759 -3.3624 -0.5269
C 0.6485 -3.4462 -1.7117
C -0.2164 -4.5124 -1.9169
C -0.3879 -5.4706 -0.9350
C 0.3315 -5.3665 0.2503
C 1.2322 -4.3266 0.4538
N 0.1358 -6.3565 1.2850
O -0.6190 -7.2873 1.0655
O 0.7412 -6.2273 2.3318
H 0.7649 -2.6688 -2.4577
H -0.7735 -4.5926 -2.8411
H -1.0787 -6.2912 -1.0589
H 1.8014 -4.2699 1.3702
C -0.5250 -1.1510 1.8977
C -0.1142 0.3215 2.0149
C 1.3798 0.3331 2.3757
C -0.9217 0.9744 3.1427
Si -0.3877 1.2486 0.3093
C -2.0846 0.7323 -0.5255
C -2.5090 1.7070 -1.6321
C -1.8933 -0.6460 -1.1802
C -3.2309 0.6676 0.4943
C -0.1636 3.1916 0.4945
C -1.4338 3.8600 1.0362
C 1.0022 3.5256 1.4321
C 0.1723 3.7904 -0.8776
H -0.2687 -1.6750 2.8256
H 0.0076 -1.6378 1.0816
H -1.5963 -1.2758 1.7395
H 1.5443 -0.2795 3.2692
H 1.7461 1.3367 2.5919
H 1.9764 -0.0916 1.5650
H -0.7757 0.4100 4.0707
H -1.9903 0.9823 2.9185
H -0.6050 2.0026 3.3258
H -1.7455 1.8084 -2.3989
H -2.7489 2.6971 -1.2393
H -3.4150 1.3195 -2.1118
H -1.1057 -0.6142 -1.9394
H -2.8227 -0.9479 -1.6756
H -1.6297 -1.4211 -0.4597
H -3.3825 1.6327 0.9852
H -3.0627 -0.0855 1.2649
H -4.1600 0.4069 -0.0250
H -1.7211 3.4509 2.0077
H -2.2734 3.7352 0.3521
H -1.2605 4.9357 1.1602
H 0.7868 3.2517 2.4660
H 1.1873 4.6055 1.4114
H 1.9179 3.0193 1.1175
H -0.5939 3.5830 -1.6234
H 1.1157 3.3948 -1.2667
H 0.2772 4.8776 -0.7869
*
```

[3]
Density functional theory data (wB97M-V/def2-TZVPD) for an isolated molecule of C19H34N2O4.

Output
Total energy in eV: -31426.4793
LUMO energy in eV: 0.65
HOMO level in eV: -9.261

```
! wB97M-V def2-TZVPD RIJCOSX def2/J DEFGRID3
* xyz 0 1
O -3.0850 -2.6624 1.3337
C -2.0059 -2.1059 1.3467
N -1.8602 -0.7749 1.1435
H -0.9329 -0.3714 1.1193
C -2.9530 0.0351 0.6730
H -3.8703 -0.5146 0.8991
H -2.9574 0.9950 1.1971
C -2.8723 0.2702 -0.8468
C -4.1130 0.9906 -1.3932
H -4.3452 0.6316 -2.3961
C -3.6583 2.4473 -1.4479
H -3.7594 2.9170 -0.4689
C -2.1861 2.2823 -1.8086
H -2.0663 2.1630 -2.8949
O -1.7501 1.1008 -1.1548
H -1.5576 3.1105 -1.4747
H -4.2006 3.0376 -2.1820
H -4.9811 0.8388 -0.7573
H -2.7203 -0.7034 -1.3304
C -0.6854 -2.8242 1.5470
H -0.8566 -3.7624 2.0738
H -0.0111 -2.1985 2.1336
C -0.0776 -3.0859 0.1634
C 1.3934 -3.4844 0.2462
C 2.0603 -3.6273 -1.1248
C 1.9363 -2.3963 -2.0289
C 2.3561 -1.1024 -1.3380
C 2.2601 0.1180 -2.2636
C 2.3948 1.3397 -1.3774
O 3.4656 1.8000 -1.0337
N 1.2113 1.8451 -0.9548
H 0.3513 1.3597 -1.1738
C 1.1496 2.7474 0.1674
H 0.6415 3.6783 -0.1069
H 2.1832 2.9750 0.4404
C 0.3995 2.0817 1.3397
H -0.6729 2.0854 1.1258
C 0.7554 2.7200 2.6849
H -0.0458 2.5392 3.4020
H 0.9173 3.7918 2.5989
C 2.0236 1.9566 3.0893
H 2.9182 2.5306 2.8547
C 1.9719 0.6748 2.2358
H 1.9361 -0.2358 2.8388
O 0.7704 0.7225 1.4813
H 2.8332 0.6176 1.5600
H 2.0323 1.7286 4.1530
H 1.3000 0.1242 -2.7816
H 3.0661 0.1024 -2.9969
H 3.3821 -1.1919 -0.9758
H 1.7119 -0.9229 -0.4758
H 2.5606 -2.5523 -2.9120
H 0.9056 -2.2999 -2.3766
H 1.6250 -4.4821 -1.6478
H 3.1192 -3.8439 -0.9653
H 1.9329 -2.7379 0.8325
H 1.4798 -4.4361 0.7757
H -0.1722 -2.1735 -0.4268
H -0.6482 -3.8683 -0.3404
*
```

[4]
Density functional theory data (wB97M-V/def2-TZVPD) for a cluster of 3 separate species, C19H34N4O2P in total at a distorted geometry.

Output
Total energy in eV: -39593.7699
LUMO energy in eV: 2.45
HOMO level in eV: -2.299

```
! wB97M-V def2-TZVPD RIJCOSX def2/J DEFGRID3
* xyz -1 1
C 3.9605 0.3408 1.8867
C 3.3022 0.8272 0.8044
C 2.4562 2.0978 0.7617
N 1.1198 1.9513 0.1743
C 0.2013 1.1026 0.9420
C 0.2855 -0.3625 0.3617
C 0.4539 -1.5154 1.3917
C 0.7107 -2.8294 0.5801
C 1.2897 -3.9313 1.5369
C -0.6353 -3.3855 0.0055
C 0.2773 1.2175 2.4949
O 1.2072 0.7487 3.1857
O -0.6491 1.8810 3.0691
P -1.5657 1.7901 0.4557
C -1.4568 1.8959 -1.4167
C -2.8595 0.5036 0.7605
C -3.0850 0.1487 2.2523
H 3.5129 0.0701 2.8501
H 5.0425 0.1311 1.7674
H 3.3892 0.2587 -0.1480
H 3.0149 2.7936 0.0907
H 2.4723 2.6044 1.7538
H 0.7203 2.8933 0.1286
H 1.1699 -0.3956 -0.3106
H -0.5706 -0.6313 -0.2974
H 1.4031 -1.3212 1.9271
H -0.3725 -1.6249 2.1114
H 1.4482 -2.6711 -0.2266
H 1.1257 -4.9434 1.1154
H 2.3839 -3.8325 1.6588
H 0.7901 -3.8002 2.5117
H -1.3838 -3.2960 0.8149
H -0.9579 -2.8310 -0.8957
H -0.5418 -4.4525 -0.2683
H -2.4228 1.5907 -1.8794
H -0.7161 1.1681 -1.8051
H -1.2022 2.9025 -1.7782
H -2.6968 -0.4530 0.2109
H -3.8134 0.9162 0.3599
H -3.9216 -0.5689 2.3849
H -3.2211 1.0302 2.9012
H -2.1789 -0.3631 2.6282
C -2.9540 -3.6633 -3.2762
C -2.0759 -4.8155 -3.0313
N -1.3888 -5.7131 -2.8367
H -2.3651 -2.8196 -3.6322
H -3.7002 -3.9202 -4.0264
H -3.4575 -3.3809 -2.3530
C 5.7184 1.1623 -2.9775
C 4.8507 0.1897 -2.3017
N 4.1692 -0.5620 -1.7676
H 6.4233 1.5858 -2.2639
H 6.2710 0.6718 -3.7772
H 5.1146 1.9636 -3.4002
C -4.3064 5.6723 -0.2721
C -3.4578 4.4856 -0.0777
N -2.7696 3.5759 0.1063
H -3.6969 6.5108 -0.6069
H -5.0657 5.4614 -1.0231
H -4.7961 5.9405 0.6649
*
```

[5]
Density functional theory data (wB97M-V/def2-TZVPD) for a structure of composition C19H34N6O2PtSi.

Output
Total energy in eV: -44404.3582
LUMO energy in eV: -6.31
HOMO level in eV: -14.250

```
! wB97M-V def2-TZVPD RIJCOSX def2/J DEFGRID3
* xyz 2 1
Pt -0.2951 -0.4165 0.0754
C 2.4349 -0.3926 1.1886
C 2.2762 -1.5592 0.2274
N 0.8841 -2.0865 0.2959
C 0.5797 -2.8683 1.5384
C -0.7713 -2.4597 2.0984
N -0.8910 -0.9773 2.0348
C -0.0400 -0.2744 3.0500
C 0.6897 0.9109 2.4321
N 1.2484 0.5305 1.1011
H 3.3427 0.1622 0.9584
H 2.5190 -0.7320 2.2201
H 2.9938 -2.3515 0.4478
H 2.4349 -1.2267 -0.7940
H 0.6622 -2.7016 -0.5062
H 1.3808 -2.7051 2.2579
H 0.5712 -3.9292 1.2912
H -0.8955 -2.8124 3.1236
H -1.5750 -2.8750 1.4918
H -1.8672 -0.7230 2.1671
H 0.6641 -0.9987 3.4555
H -0.6584 0.0656 3.8798
H 1.4842 1.2650 3.0909
H -0.0022 1.7357 2.2596
H 1.5080 1.3820 0.6070
C -2.4514 2.2443 1.5191
C -1.6857 2.4760 0.2553
C -1.6934 3.6874 -0.4067
C -0.9937 3.8287 -1.6058
C -0.2748 2.7845 -2.1543
C -0.2724 1.5821 -1.4520
N -0.9680 1.4749 -0.2889
N 0.3215 0.3729 -1.6864
Si 0.7058 -0.2397 -3.3277
C 1.7223 -1.7975 -3.1956
C -0.9027 -0.5057 -4.2348
C 1.7582 1.0549 -4.1701
H -3.4413 2.6884 1.4293
H -1.9686 2.7173 2.3784
H -2.5903 1.1836 1.6920
H -2.2609 4.5104 0.0025
H -1.0166 4.7801 -2.1211
H 0.2521 2.8919 -3.0891
H 1.3713 -2.5509 -2.4944
H 2.7703 -1.5632 -2.9935
H 1.6971 -2.2816 -4.1754
H -1.6990 -0.8623 -3.5795
H -0.7794 -1.2320 -5.0401
H -1.2476 0.4262 -4.6873
H 2.3201 1.6872 -3.4805
H 1.1784 1.6933 -4.8381
H 2.4934 0.5350 -4.7896
O -3.5025 -0.0200 -0.2068
C -3.1178 -0.9996 -0.7898
C -3.9543 -1.9773 -1.5850
C -2.9634 -3.0240 -2.0905
C -1.6501 -2.6392 -1.4551
O -0.6076 -3.2734 -1.5043
N -1.7918 -1.4495 -0.7862
H -4.4911 -1.4441 -2.3683
H -4.7066 -2.3971 -0.9169
H -2.8249 -3.0041 -3.1725
H -3.2126 -4.0495 -1.8229
*
```

[6]
Density functional theory data (wB97M-V/def2-TZVPD) for a structure of composition C19H35BBaNO2P at a distorted geometry.

Output
Total energy in eV: -36507.8532
LUMO energy (alpha / beta) in eV: 0.18 / 0.24
HOMO level (alpha / beta) in eV: -3.588 / -5.425

```
! wB97M-V def2-TZVPD RIJCOSX def2/J DEFGRID3
* xyz 0 1
C -3.9839 0.6794 -1.8624
C -2.9352 0.8836 -2.7770
C -1.6532 1.2382 -2.2887
C -1.5037 1.2628 -0.9210
C -2.5100 1.1132 0.0008
C -3.8185 0.8633 -0.4902
C -0.4840 1.4652 -3.2589
C 0.8711 1.5810 -2.5111
N 1.4726 2.8698 -2.2630
Ba 2.1859 1.1156 -0.2153
C -2.2230 1.0909 1.4842
P -0.3878 0.8722 1.6885
H -3.0810 0.8157 -3.8672
H -4.6505 0.7492 0.1971
H -4.9794 0.5437 -2.2755
H -2.6476 0.1899 1.9464
H -2.5400 1.9993 2.0427
H -0.5367 0.7602 -4.1357
H -0.7972 2.3256 -3.8714
H 0.2588 1.3953 -1.5014
C -0.0755 1.1192 3.4660
C -0.0424 2.7447 1.2899
H 1.6267 0.7818 -2.7156
C 0.6511 3.9874 -2.8669
C 2.9025 3.2343 -2.3013
H 3.5224 0.1098 2.2251
H 1.2597 4.5517 -3.5900
H -0.2009 3.6337 -3.4516
H 0.3192 4.6609 -2.0665
H 3.0444 4.0653 -3.0020
H 3.2747 3.7243 -1.3764
H 3.7308 2.5577 -2.6151
H -0.7751 3.3385 1.8884
H 0.9816 3.0904 1.5619
H -0.2504 2.9509 0.2246
H -0.6357 1.9852 3.8644
H -0.3707 0.1985 3.9779
H 0.9974 1.2926 3.6153
H 4.0176 0.7354 1.9482
C -0.7334 -4.7825 1.6100
C -0.1435 -3.3615 1.6899
C 0.3975 -3.2611 3.0924
O -1.0983 -2.1672 1.6147
B -0.2826 -1.0877 1.3446
O 0.9512 -1.4637 0.7054
C 0.8876 -2.9884 0.5609
C 2.3048 -3.6068 0.7829
C 0.2860 -3.3079 -0.8200
H -1.4258 -4.9219 2.4588
H 0.1468 -5.4463 1.7327
H -1.2285 -5.0567 0.6653
H -0.4583 -3.3190 3.7675
H 1.0679 -4.0965 3.2855
H 0.8424 -2.2834 3.2909
H 2.2340 -4.7174 0.9625
H 2.9623 -3.4486 -0.0982
H 2.8366 -3.1470 1.6505
H -0.7377 -2.8723 -0.8438
H 0.9244 -2.8394 -1.5857
H 0.2319 -4.4014 -1.0639
*
```